Computed, not measured: 14 unconnected molecules or ions with the total composition C32H98N6O14 in a non-equilibrium geometry, with wB97M-V/def2-TZVPD.

Each line ends with the Löwdin charge.
Atoms and positions in Å:
O -1.153 -2.712 4.300  -0.0573
H -1.460 -3.275 5.006  0.0283
H -1.772 -2.774 3.557  -0.0017
O -2.260 4.572 2.138  -0.0675
H -2.008 3.932 2.847  0.0288
H -2.860 5.204 2.543  0.0415
O 4.712 -0.431 -4.207  -0.0680
H 5.172 -1.243 -4.445  0.0315
H 3.923 -0.704 -3.716  -0.0093
O -0.733 0.394 -0.470  -0.0703
H 0.152 0.779 -0.417  0.0055
H -0.641 -0.164 -1.268  0.0368
C -0.449 5.217 -1.482  -0.0438
C 0.699 4.631 -0.612  -0.4526
C 2.071 4.739 -1.313  -0.1750
O 3.142 4.219 -0.470  -0.2268
C 4.402 4.074 -1.132  -0.1070
N 0.717 5.426 0.586  0.0476
H -0.249 6.285 -1.689  0.0885
H -1.386 5.119 -0.943  0.0576
H -0.556 4.606 -2.396  0.0655
H 0.503 3.559 -0.446  0.1176
H 2.195 5.806 -1.487  0.1217
H 2.055 4.198 -2.288  0.1304
H 4.470 3.214 -1.796  0.0766
H 5.151 3.985 -0.330  0.0917
H 4.687 4.919 -1.760  0.0838
H -0.163 5.345 1.097  0.0526
H 1.459 5.125 1.225  0.0601
C -5.537 -0.139 -3.703  -0.0484
C -6.216 -0.164 -2.330  -0.4298
C -7.600 -0.921 -2.362  -0.2148
O -8.499 -0.368 -3.261  -0.1878
C -9.142 0.850 -2.904  -0.0997
N -5.287 -0.764 -1.373  0.0393
H -6.185 0.321 -4.425  0.0678
H -5.306 -1.163 -4.007  0.0845
H -4.647 0.497 -3.612  0.0609
H -6.427 0.887 -2.030  0.1293
H -8.047 -0.995 -1.357  0.1203
H -7.319 -1.936 -2.633  0.1207
H -8.517 1.688 -3.241  0.0811
H -9.290 1.031 -1.826  0.0917
H -10.086 0.887 -3.454  0.0875
H -5.712 -0.785 -0.448  0.0657
H -4.461 -0.158 -1.346  0.0328
C 3.271 0.186 0.793  -0.0447
C 3.019 0.108 -0.735  -0.3745
C 2.505 -1.299 -1.146  -0.1846
O 2.461 -1.420 -2.579  -0.2255
C 1.801 -2.691 -2.958  -0.0339
N 2.043 1.154 -1.070  0.0773
H 3.703 1.141 1.101  0.0739
H 4.017 -0.569 1.036  0.0776
H 2.436 -0.079 1.428  0.0543
H 3.983 0.219 -1.295  0.1463
H 1.487 -1.432 -0.758  0.1091
H 3.121 -2.122 -0.727  0.1260
H 1.809 -2.681 -4.047  0.1010
H 0.750 -2.701 -2.651  0.0560
H 2.311 -3.520 -2.490  0.0498
H 2.375 2.014 -0.649  0.0539
H 2.108 1.251 -2.077  0.0618
C -0.937 2.750 -4.916  -0.0581
C -0.457 1.607 -4.033  -0.4812
C -1.383 0.408 -4.143  -0.2291
O -0.904 -0.669 -3.390  -0.2139
C -1.888 -1.688 -3.322  -0.0786
N 0.920 1.344 -4.277  0.0556
H -0.310 3.642 -4.943  0.0782
H -1.977 2.934 -4.595  0.0854
H -1.067 2.370 -5.942  0.0801
H -0.580 1.879 -2.962  0.1286
H -1.452 0.104 -5.226  0.1447
H -2.394 0.734 -3.836  0.1100
H -1.384 -2.520 -2.825  0.0694
H -2.235 -1.955 -4.330  0.1001
H -2.733 -1.365 -2.704  0.0788
H 1.158 0.481 -3.788  0.0493
H 1.097 1.148 -5.273  0.0976
C 1.046 -5.041 -0.569  -0.0719
C 1.507 -6.314 -1.299  -0.4172
C 2.648 -7.037 -0.517  -0.1962
O 3.645 -6.155 -0.067  -0.2108
C 4.459 -5.500 -1.062  -0.0710
N 0.370 -7.225 -1.547  0.0265
H 0.499 -5.286 0.345  0.0839
H 0.417 -4.411 -1.184  0.0459
H 1.914 -4.398 -0.342  0.0563
H 1.872 -6.016 -2.293  0.1229
H 3.088 -7.824 -1.156  0.1277
H 2.167 -7.506 0.343  0.1255
H 3.942 -5.029 -1.927  0.0779
H 5.044 -6.312 -1.468  0.0817
H 5.049 -4.796 -0.499  0.0875
H -0.003 -7.643 -0.708  0.0626
H -0.380 -6.725 -2.030  0.0739
C 4.898 2.981 6.548  -0.0793
C 4.104 1.777 6.104  -0.4212
C 3.707 1.761 4.608  -0.1880
O 2.749 2.805 4.532  -0.2138
C 2.431 3.175 3.211  -0.1207
N 5.039 0.656 6.306  0.0236
H 4.996 2.942 7.625  0.0678
H 4.303 3.905 6.454  0.0829
H 5.906 3.117 6.128  0.0903
H 3.159 1.738 6.652  0.1363
H 3.179 0.845 4.305  0.1156
H 4.571 1.952 3.957  0.1277
H 1.968 2.360 2.634  0.0567
H 3.359 3.485 2.682  0.0960
H 1.672 3.983 3.280  0.0942
H 5.598 0.753 7.148  0.0652
H 4.645 -0.276 6.233  0.0695
C -4.008 1.820 0.969  -0.0754
C -3.693 2.464 -0.379  -0.3013
O -3.116 1.554 -1.305  -0.1284
H -4.497 2.599 1.566  0.0803
H -3.041 1.565 1.412  0.0536
H -4.604 0.911 0.897  0.0532
H -3.060 3.339 -0.277  0.0890
H -4.630 2.852 -0.809  0.1119
H -2.170 1.441 -1.023  0.0533
C -1.506 -2.590 0.796  -0.0925
C -2.931 -2.075 0.838  -0.2833
O -3.324 -2.060 2.234  -0.1018
H -1.194 -2.686 -0.257  0.0572
H -1.400 -3.595 1.222  0.0773
H -0.783 -1.867 1.234  0.0710
H -3.669 -2.681 0.306  0.1103
H -2.934 -1.023 0.467  0.0932
H -4.232 -1.770 2.305  0.0745
C -0.380 0.962 2.851  -0.0815
C -0.842 1.464 4.209  -0.2761
O -2.030 2.250 4.147  -0.0922
H -0.153 1.740 2.122  0.0668
H -1.090 0.266 2.384  0.0583
H 0.508 0.322 2.966  0.0625
H -0.115 2.207 4.575  0.1100
H -0.904 0.695 4.969  0.1115
H -2.753 1.702 3.823  0.0787
C 2.056 -3.056 2.322  -0.0960
C 2.559 -2.395 3.567  -0.3337
O 2.800 -3.341 4.612  -0.0750
H 1.088 -3.530 2.547  0.0700
H 2.822 -3.784 1.993  0.0907
H 1.843 -2.387 1.471  0.0510
H 1.897 -1.594 3.950  0.1031
H 3.544 -1.984 3.353  0.1025
H 2.163 -4.051 4.524  0.0702

Atomic forces in eV per Å
O 0.46 0.32 -0.47
H -0.32 -0.24 0.08
H -0.18 0.03 0.36
O 0.40 -0.55 0.39
H -0.41 0.47 -0.47
H 0.05 -0.05 0.13
O 0.06 0.07 -0.07
H -0.12 0.08 0.08
H 0.02 -0.18 0.05
O -0.26 -0.45 -0.39
H 0.60 0.27 -0.05
H -0.23 0.27 0.17
C 0.94 -0.71 -0.29
C -0.07 -0.05 -0.73
C -0.21 -0.43 -0.02
O -0.64 0.17 -0.83
C 0.11 0.29 0.55
N 0.47 0.01 1.26
H -0.14 -0.57 -0.07
H -0.08 0.12 0.19
H 0.06 0.50 0.09
H -0.10 0.01 0.09
H 0.50 0.19 -0.14
H 0.01 0.22 0.54
H -0.33 -0.41 0.08
H -0.24 -0.08 -0.34
H -0.28 0.39 0.17
H 0.12 -0.02 -0.16
H -0.28 0.15 -0.36
C -0.15 0.13 0.89
C -0.85 0.53 0.12
C 1.84 0.47 0.86
O -0.74 -0.17 -0.31
C 0.74 0.38 -0.28
N -0.18 -0.18 -0.12
H -0.36 0.13 -0.46
H 0.21 0.15 -0.06
H 0.01 -0.40 -0.16
H -0.03 -0.26 -0.25
H 0.16 0.24 0.02
H -0.47 -0.24 -0.47
H -0.14 0.03 -0.05
H -0.09 -0.61 -0.18
H 0.09 -0.05 0.26
H 0.20 0.10 -0.09
H -0.19 -0.21 0.27
C 1.04 -0.79 -0.72
C 0.14 -0.70 0.60
C -0.10 0.38 0.02
O -0.77 -1.17 0.34
C 0.24 2.07 -0.05
N 0.41 -0.71 -0.33
H -0.26 0.06 -0.15
H 0.30 -0.07 0.10
H -0.64 0.26 -0.15
H -0.48 0.20 0.51
H -0.08 0.02 0.07
H 0.00 0.48 -0.11
H 0.24 -0.36 0.08
H 0.19 0.22 0.18
H 0.29 -0.30 -0.14
H -0.01 0.30 -0.14
H -0.42 0.53 -0.16
C -1.37 -0.88 -0.19
C -0.67 0.65 0.97
C -0.44 0.62 -1.74
O -0.11 -0.02 0.35
C 0.37 -0.05 0.31
N 1.28 -0.99 -0.34
H -0.12 -0.19 0.33
H 0.42 0.63 -0.10
H 0.34 0.16 0.07
H 0.38 0.28 -0.38
H 0.00 0.05 0.63
H 0.25 -0.30 0.13
H -0.32 -0.20 -0.20
H 0.05 -0.11 0.23
H -0.10 -0.04 -0.11
H 0.21 0.07 -0.15
H -0.16 0.21 0.53
C 0.92 0.11 0.12
C -0.59 0.25 0.15
C -0.64 0.30 -1.20
O -0.31 0.85 0.16
C -0.95 -1.30 0.14
N 0.52 0.10 -0.58
H 0.20 0.04 0.03
H -0.44 -0.16 -0.29
H -0.28 -0.30 0.29
H 0.06 -0.14 0.17
H -0.20 0.10 0.15
H 0.37 0.03 0.24
H -0.10 -0.08 0.80
H 0.80 0.04 -0.44
H 0.28 0.25 -0.12
H -0.01 0.15 0.22
H 0.32 -0.29 0.30
C -0.79 1.55 0.26
C 1.34 -1.25 -1.01
C -0.60 0.88 0.96
O -0.14 0.23 -0.47
C -0.08 0.27 -0.09
N -0.24 -0.27 -0.06
H 0.32 -0.36 0.46
H 0.31 -0.23 -0.52
H -0.53 -0.30 -0.19
H 0.07 -0.15 0.26
H 0.50 -0.26 0.15
H -0.04 -0.05 0.07
H 0.18 -0.03 0.16
H -0.59 0.16 0.06
H 0.66 -0.27 -0.15
H -0.33 -0.14 -0.12
H -0.06 0.22 0.17
C 0.83 0.73 -0.16
C -1.02 -0.12 -0.34
O 0.82 0.06 0.19
H 0.02 -0.41 0.20
H -0.15 -0.07 0.31
H -0.18 0.15 -0.15
H 0.25 0.11 0.37
H 0.19 -0.29 -0.15
H -0.82 -0.32 -0.27
C 0.39 0.08 -0.76
C 0.06 0.86 0.78
O 0.51 -0.13 -0.10
H -0.13 0.04 0.18
H -0.06 0.28 0.18
H -0.61 -0.53 0.02
H 0.37 0.01 -0.32
H -0.12 -0.71 -0.03
H -0.24 0.09 0.00
C -0.05 -1.16 -0.03
C 0.94 1.33 -0.24
O -0.45 -0.03 -0.22
H -0.10 0.18 0.19
H -0.22 0.28 0.13
H 0.04 0.35 0.13
H 0.05 -0.44 -0.02
H -0.20 -0.42 -0.05
H -0.01 -0.04 -0.02
C -0.41 -0.46 -0.55
C 0.36 0.49 0.51
O 0.07 0.14 -0.15
H 0.30 -0.24 -0.15
H -0.60 0.08 0.07
H 0.26 0.05 0.46
H 0.16 -0.31 -0.31
H 0.06 0.40 0.10
H -0.24 -0.11 0.04

Computed properties:
Strongest force on any atom ... 2.1 eV Å⁻¹
Energy above the lowest of the compared OMol25 structures with the same formula, charge and spin ... 0.00 kJ/mol
Charge ... 0
Orbital gap ... 9.3 eV
HOMO ... -0.3298 hartree
Lowest unoccupied orbital energy ... 0.344 eV